1.
Computed, not measured: one molecule with the formula C2H3NO2S, with ωB97M-V/def2-TZVPD.

Properties
Structure (SMILES): O=C(S)/C=N\O
ΔE to the lowest compared entry with this formula, charge and spin: 2.928 eV

Structure (XYZ):
```
9
C2H3NO2S ωB97M-V/def2-TZVPD
O -1.760 -0.996 1.243
C -1.020 -0.569 0.373
S -1.618 -0.304 -1.305
C 0.493 -0.592 0.733
N 1.322 0.316 0.380
O 0.719 1.394 -0.324
H -0.615 0.461 -1.734
H 0.910 -1.425 1.341
H 1.568 1.715 -0.705
```

Results of the natural (NBO) charge analysis, in e, for atoms 1 through 2: -0.513, 0.360

=====

2.
Computed, not measured: a 2-piece molecular cluster, C2H3NO2S overall, with ωB97M-V/def2-TZVPD.

Properties
ΔE to the lowest compared entry with this formula, charge and spin: 7.588 eV

Structure (XYZ):
```
9
C2H3NO2S ωB97M-V/def2-TZVPD
C 0.866 2.122 0.123
C 1.211 0.956 0.094
N -0.920 -1.074 -0.106
O -2.250 -0.745 0.235
O 2.091 -1.506 -0.578
S 1.395 -0.771 0.503
H 0.559 3.029 -0.182
H -2.360 -0.020 -0.339
H -0.593 -1.992 0.252
```

Results of the natural (NBO) charge analysis, in e, for atoms 1 through 2: -0.161, -0.312

=====

3.
Computed, not measured: one molecule with the formula C2H3NO2S, with ωB97M-V/def2-TZVPD.

Properties
Structure (SMILES): O=NCC(=O)S
ΔE to the lowest compared entry with this formula, charge and spin: 4.591 eV

Structure (XYZ):
```
9
C2H3NO2S ωB97M-V/def2-TZVPD
O 2.875 -0.541 0.032
N 2.211 0.443 0.166
C 0.653 0.469 0.128
C -0.678 -0.570 -0.028
O -0.633 -1.726 -0.218
S -2.147 0.363 0.225
H 0.319 1.083 -0.719
H 0.316 0.880 0.999
H -2.916 -0.401 -0.585
```

Results of the natural (NBO) charge analysis, in e, for atoms 1 through 2: -0.218, 0.182

=====

4.
Computed, not measured: C2H3NO2S as an isolated structure, with ωB97M-V/def2-TZVPD.

Properties
ΔE to the lowest compared entry with this formula, charge and spin: 3.048 eV

Structure (XYZ):
```
9
C2H3NO2S ωB97M-V/def2-TZVPD
C -0.317 0.768 -0.148
C -1.312 -0.132 0.359
N 1.048 -0.298 -0.832
O -0.197 1.905 -0.281
O 3.343 -1.072 -0.484
S 2.313 -0.180 -0.008
H -2.139 -0.142 -0.245
H -1.835 0.205 1.345
H -0.903 -1.055 0.294
```

Results of the natural (NBO) charge analysis, in e, for atoms 1 through 2: 0.794, -0.761

=====

5.
Computed, not measured: one molecule with the formula C2H3NO2S, with ωB97M-V/def2-TZVPD.

Properties
Structure (SMILES): O=C(C=S)NO
ΔE to the lowest compared entry with this formula, charge and spin: 4.947 eV

Structure (XYZ):
```
9
C2H3NO2S ωB97M-V/def2-TZVPD
O -0.281 1.982 -0.197
C -0.189 0.816 -0.037
C -1.360 -0.440 -0.234
S -2.971 0.028 0.033
N 1.027 0.338 0.290
O 1.479 -0.809 -0.248
H -0.990 -1.653 -0.388
H 1.747 1.177 0.130
H 1.539 -1.439 0.651
```

Results of the natural (NBO) charge analysis, in e, for atoms 1 through 2: -0.548, 0.641

=====

6.
Computed, not measured: one molecule with the formula C2H3NO2S, with ωB97M-V/def2-TZVPD.

Properties
ΔE to the lowest compared entry with this formula, charge and spin: 7.936 eV

Structure (XYZ):
```
9
C2H3NO2S ωB97M-V/def2-TZVPD
C -0.077 -1.727 0.580
C 0.971 0.762 -0.323
N -0.339 1.048 -0.176
O -0.728 1.825 0.682
O -1.197 0.300 -0.750
S -1.540 -1.351 0.085
H 0.077 -2.631 1.016
H 1.612 1.620 0.012
H 1.222 0.152 -1.127
```

Results of the natural (NBO) charge analysis, in e, for atoms 1 through 2: -0.442, -0.257

=====

7.
Computed, not measured: one molecule with the formula C2H3NO2S, with ωB97M-V/def2-TZVPD.

Properties
Structure (SMILES): O=CO/C=N/S
ΔE to the lowest compared entry with this formula, charge and spin: 1.727 eV

Structure (XYZ):
```
9
C2H3NO2S ωB97M-V/def2-TZVPD
O 1.705 1.069 1.193
C 0.674 1.181 1.784
O -0.451 0.450 1.559
C -0.514 -0.408 0.485
N -0.353 0.039 -0.680
S -0.502 -1.082 -1.960
H 0.510 1.875 2.623
H -0.737 -1.420 0.770
H -0.261 -0.203 -2.908
```

Results of the natural (NBO) charge analysis, in e, for atoms 1 through 2: -0.538, 0.649

=====

8.
Computed, not measured: one molecule with the formula C2H3NO2S, with ωB97M-V/def2-TZVPD.

Properties
Structure (SMILES): O=C(S)/C=N/O
ΔE to the lowest compared entry with this formula, charge and spin: 4.316 eV

Structure (XYZ):
```
9
C2H3NO2S ωB97M-V/def2-TZVPD
O 0.643 -0.453 2.130
C 0.418 -0.179 0.997
S 0.360 1.611 0.469
C -0.147 -0.939 -0.179
N -0.668 -0.366 -1.239
O -0.791 -1.445 -2.119
H -0.119 1.478 -0.845
H 0.059 -2.080 -0.281
H -1.467 -0.728 -2.693
```

Results of the natural (NBO) charge analysis, in e, for atoms 1 through 2: -0.486, 0.437

=====

9.
Computed, not measured: one molecule with the formula C2H3NO2S, with ωB97M-V/def2-TZVPD.

Properties
Structure (SMILES): O=C(O)/C=N\S
ΔE to the lowest compared entry with this formula, charge and spin: 1.410 eV

Structure (XYZ):
```
9
C2H3NO2S ωB97M-V/def2-TZVPD
O 0.426 -1.376 -0.055
C 0.754 -0.201 -0.042
O 2.034 0.161 -0.110
C -0.187 0.942 0.015
N -1.463 0.933 -0.084
S -2.469 -0.362 -0.114
H 2.496 -0.659 -0.220
H 0.286 1.944 0.085
H -1.877 -1.381 0.524
```

Results of the natural (NBO) charge analysis, in e, for atoms 1 through 2: -0.597, 0.706

=====

10.
Computed, not measured: a 2-piece molecular cluster, C2H3NO2S overall, with ωB97M-V/def2-TZVPD.

Properties
Structure (SMILES): C=C=S.O=NO
ΔE to the lowest compared entry with this formula, charge and spin: 5.496 eV

Structure (XYZ):
```
9
C2H3NO2S ωB97M-V/def2-TZVPD
C -0.258 0.335 -1.252
C -0.219 -0.569 -0.326
S -0.190 -1.974 0.408
H -0.477 -0.107 -2.252
H -0.570 1.304 -1.238
O 2.892 0.659 0.875
N 2.226 -0.131 0.271
O 2.853 -0.740 -0.796
H 2.193 -1.346 -1.111
```

Results of the natural (NBO) charge analysis, in e, for atoms 1 through 2: -0.631, -0.010

=====

11.
Computed, not measured: one molecule with the formula C2H3NO3, with ωB97M-V/def2-TZVPD.

Properties
Structure (SMILES): O=CC(=O)NO
ΔE to the lowest compared entry with this formula, charge and spin: 3.546 eV

Structure (XYZ):
```
9
C2H3NO3 ωB97M-V/def2-TZVPD
O -1.454 0.619 -1.332
C -1.407 0.398 -0.136
C -0.200 -0.151 0.485
O 0.069 -0.550 1.595
N 0.799 -0.116 -0.484
O 2.063 -0.264 -0.104
H -2.337 0.538 0.516
H 0.492 -0.345 -1.426
H 1.975 -0.129 0.886
```

Results of the natural (NBO) charge analysis, in e, for atoms 1 through 2: -0.482, 0.345

=====

12.
Computed, not measured: one molecule with the formula C2H3NO3, with ωB97M-V/def2-TZVPD.

Properties
Structure (SMILES): O=C1NOCO1
ΔE to the lowest compared entry with this formula, charge and spin: 2.525 eV

Structure (XYZ):
```
9
C2H3NO3 ωB97M-V/def2-TZVPD
O 0.526 -0.738 1.814
C 0.209 -0.292 0.742
N -1.070 0.054 0.309
O -0.979 0.182 -1.101
C 0.324 0.685 -1.252
O 1.077 0.033 -0.250
H -1.784 -0.661 0.495
H 0.711 0.363 -2.217
H 0.379 1.754 -1.091
```

Results of the natural (NBO) charge analysis, in e, for atoms 1 through 2: -0.567, 0.843

=====

13.
Computed, not measured: one molecule with the formula C2H3NO3, with ωB97M-V/def2-TZVPD.

Properties
Structure (SMILES): O=C1NOCO1
ΔE to the lowest compared entry with this formula, charge and spin: 4.168 eV

Structure (XYZ):
```
9
C2H3NO3 ωB97M-V/def2-TZVPD
O 2.027 -1.031 -1.008
C 1.029 -0.566 -0.502
N -0.404 -0.935 -0.477
O -1.146 0.242 -0.210
C -0.292 0.729 0.822
O 1.051 0.459 0.458
H -0.993 -1.039 -1.329
H -0.713 1.769 0.534
H -0.558 0.371 1.712
```

Results of the natural (NBO) charge analysis, in e, for atoms 1 through 2: -0.532, 0.862

=====

14.
Computed, not measured: a 2-piece molecular cluster, C2H3NO3 overall, with ωB97M-V/def2-TZVPD.

Properties
ΔE to the lowest compared entry with this formula, charge and spin: 6.584 eV

Structure (XYZ):
```
9
C2H3NO3 ωB97M-V/def2-TZVPD
C -0.616 -0.689 0.083
C 1.479 0.002 -0.111
N -1.469 0.482 0.068
O -0.858 -1.819 0.275
O -1.434 1.171 1.060
O -2.069 0.680 -0.961
H 1.981 -0.912 0.134
H 1.510 0.805 0.603
H 1.475 0.280 -1.151
```

Results of the natural (NBO) charge analysis, in e, for atoms 1 through 2: 0.639, -0.563

=====

15.
Computed, not measured: a 2-piece molecular cluster, C2H3NO3 overall, with ωB97M-V/def2-TZVPD.

Properties
Structure (SMILES): C=C=O.O=NO
ΔE to the lowest compared entry with this formula, charge and spin: 4.870 eV

Structure (XYZ):
```
9
C2H3NO3 ωB97M-V/def2-TZVPD
C 1.867 1.209 -1.572
C 1.039 0.913 -0.602
O 0.188 0.537 0.130
H 2.479 2.075 -1.426
H 1.915 0.376 -2.348
O -3.339 -1.693 1.494
N -2.406 -0.962 1.440
O -1.184 -1.569 1.588
H -0.559 -0.885 1.296
```

Results of the natural (NBO) charge analysis, in e, for atoms 1 through 2: -0.765, 0.729

=====

16.
Computed, not measured: a 2-piece molecular cluster, C2H3NO3S overall, with ωB97M-V/def2-TZVPD.

Properties
ΔE to the lowest compared entry with this formula, charge and spin: 4.689 eV

Structure (XYZ):
```
10
C2H3NO3S ωB97M-V/def2-TZVPD
C 1.123 2.037 -0.455
C -0.050 -0.017 0.060
N 0.136 4.251 -0.957
O 2.256 2.024 -0.339
O -1.744 4.401 -2.523
O 0.030 1.440 -0.358
S -0.750 3.554 -1.981
H 0.926 -0.030 0.574
H 0.004 -0.457 -0.873
H -1.056 -0.035 0.551
```

Results of the natural (NBO) charge analysis, in e, for atoms 1 through 2: 1.040, -0.237

=====

17.
Computed, not measured: one molecule with the formula C2H3NO3S, with ωB97M-V/def2-TZVPD.

Properties
ΔE to the lowest compared entry with this formula, charge and spin: 4.391 eV

Structure (XYZ):
```
10
C2H3NO3S ωB97M-V/def2-TZVPD
C -0.197 1.109 0.113
C -0.280 -0.293 -0.375
N -0.950 2.051 -0.291
O -0.306 -0.243 -3.113
O -2.145 -1.468 -1.993
O -1.905 2.043 -1.074
S -1.235 -0.357 -2.024
H 0.591 1.399 0.790
H 0.710 -0.696 -0.566
H -0.879 -0.928 0.273
```

Results of the natural (NBO) charge analysis, in e, for atoms 1 through 2: -0.071, -0.649

=====

18.
Computed, not measured: one molecule with the formula C2H3NOS, with ωB97M-V/def2-TZVPD.

Properties
ΔE to the lowest compared entry with this formula, charge and spin: 2.544 eV

Structure (XYZ):
```
8
C2H3NOS ωB97M-V/def2-TZVPD
C -0.718 0.904 -0.841
C 0.541 -0.608 -0.112
N -1.076 1.058 0.478
O -1.043 1.409 -1.866
S -0.208 -0.092 1.395
H 0.513 -1.660 -0.408
H 1.301 -0.020 -0.446
H -1.759 1.602 0.965
```

Results of the natural (NBO) charge analysis, in e, for atoms 1 through 2: 0.749, -0.668

=====

19.
Computed, not measured: one molecule with the formula C2H3NOS, with ωB97M-V/def2-TZVPD.

Properties
Structure (SMILES): NC(=O)C=S
ΔE to the lowest compared entry with this formula, charge and spin: 0.559 eV

Structure (XYZ):
```
8
C2H3NOS ωB97M-V/def2-TZVPD
N -0.674 0.990 -0.135
C -0.446 -0.351 -0.173
O -1.235 -1.199 -0.563
C 0.964 -0.802 0.320
S 2.183 -0.124 -0.449
H -0.243 1.777 0.263
H -1.632 1.234 -0.424
H 1.083 -1.526 1.160
```

Results of the natural (NBO) charge analysis, in e, for atoms 1 through 2: -0.822, 0.622

=====

20.
Computed, not measured: one molecule with the formula C2H3NOS, with ωB97M-V/def2-TZVPD.

Properties
Structure (SMILES): C=NOC=S
ΔE to the lowest compared entry with this formula, charge and spin: 3.919 eV

Structure (XYZ):
```
8
C2H3NOS ωB97M-V/def2-TZVPD
C -0.444 -1.134 -1.228
N -0.026 -1.011 0.063
O 0.268 0.327 0.092
C 0.215 1.042 1.227
S 0.967 2.489 1.441
H -0.750 -2.057 -1.741
H -0.214 -0.041 -1.910
H -0.015 0.384 2.056
```

Results of the natural (NBO) charge analysis, in e, for atoms 1 through 2: -0.111, -0.113

=====

no.,strongest force on any atom (Eh/bohr)
1,0.0418
2,0.0788
3,0.0808
4,0.0773
5,0.1110
6,0.0940
7,0.0211
8,0.1470
9,0.0348
10,0.0546
11,0.0798
12,0.0272
13,0.1397
14,0.1058
15,0.0484
16,0.0695
17,0.0198
18,0.0745
19,0.0645
20,0.1126